(w)
Formula: C5H8NO3
Source: the OMol25 dataset
Level of theory: ωB97M-V with the def2-TZVPD basis set

Structure (XYZ):
```
17
Properties=species:S:1:pos:R:3:nbo_charge:R:1
N 2.03679 -1.17869 -0.05167 -0.727
C 0.98204 -0.41148 0.69649 -0.286
C -0.08155 0.23724 -0.37443 0.483
O 0.70385 0.35516 -1.53865 -0.743
C -0.85226 1.44913 0.13904 -0.204
C -2.11491 1.12538 0.40008 -0.239
C -2.26663 -0.29089 0.07874 0.729
O -3.14418 -1.05606 0.33385 -0.473
O -1.09181 -0.70816 -0.48856 -0.511
H 2.06568 -2.18339 0.26371 0.468
H 3.12447 -0.90207 -0.02492 0.464
H 1.82155 -0.89459 -0.99746 0.477
H 0.48614 -0.98972 1.50330 0.263
H 1.39273 0.40563 1.41438 0.253
H 0.32715 1.06007 -2.16384 0.535
H -0.39988 2.41094 0.03258 0.242
H -2.98917 1.57150 0.77735 0.269
```

E_HOMO, eV: -14.264
Kohn-Sham gap, Eh: 0.3780
Structure (SMILES): [NH3+]C[C@]1(O)C=CC(=O)O1
Net charge: +1
LUMO level, eV: -3.98

***

(x)
Formula: C5H8NO3
Source: the OMol25 dataset
Level of theory: ωB97M-V with the def2-TZVPD basis set

Structure (XYZ):
```
17
Properties=species:S:1:pos:R:3:nbo_charge:R:1
C -1.13010 -0.25681 -0.02052 0.679
C 1.30046 -0.33308 0.15077 0.739
C -0.73766 -1.66321 -0.44886 -0.501
C 0.69783 -1.73473 -0.03276 -0.519
C -0.01558 1.80188 0.95235 -0.465
N 0.02124 0.57008 0.18161 -0.117
O -2.20916 0.19705 0.23999 -0.397
O 2.35443 0.09301 0.38395 -0.381
O -0.24865 1.21997 -1.64043 -0.466
H -1.30539 -2.38926 -0.01691 0.276
H -0.63580 -1.76826 -1.60067 0.288
H 1.33568 -2.27295 -0.68405 0.282
H 0.91594 -2.09804 0.94270 0.272
H 0.28705 1.71057 1.95312 0.269
H 0.52455 2.60278 0.43208 0.260
H -1.16355 2.12459 0.91427 0.281
H 0.00870 2.19641 -1.70663 0.500
```

E_HOMO (alpha / beta), eV: -15.784 / -15.788
Kohn-Sham gap (alpha / beta), Eh: 0.2747 / 0.2761
Net charge: +1
LUMO level (alpha / beta), eV: -8.31 / -8.28

***

Most favorable first, least favorable last: (w), (x)